Entry from the OMol25 dataset: a cluster of 10 separate species, C42H92NO13 in total in a non-equilibrium geometry (ωB97M-V with the def2-TZVPD basis set).

## Properties
Largest force on an atom in hartree/bohr: 0.0520
HOMO-LUMO gap (alpha / beta) in eV: 8.6 / 9.2
LUMO energy (alpha / beta) in eV: 0.26 / 0.23
Spin multiplicity: 2

Each line ends with the Mulliken spin population.
Element x y z (Å)
C1 2.989 2.184 2.135  0.0000
C2 2.274 3.562 2.175  0.0000
C3 2.029 4.154 0.789  0.0000
O1 2.952 4.517 0.092  0.0000
O2 0.707 4.270 0.450  0.0000
C4 0.347 3.523 -0.743  -0.0003
C5 0.127 2.067 -0.328  -0.0040
C6 -0.327 1.084 -1.453  0.0091
C7 0.604 1.222 -2.689  -0.0095
C8 2.017 0.638 -2.499  -0.0014
C9 3.020 1.796 -2.269  0.0000
O3 2.306 -0.041 -3.720  0.0003
C10 3.479 -0.840 -3.615  0.0001
C11 3.151 -2.108 -2.826  0.0003
C12 3.950 -2.391 -1.743  0.0000
C13 3.670 -3.499 -0.963  0.0000
C14 2.587 -4.287 -1.282  -0.0003
C15 1.816 -4.001 -2.376  0.0003
C16 2.080 -2.901 -3.166  -0.0003
C17 -0.285 -0.351 -0.861  0.0411
C18 -1.538 -0.830 -0.120  -0.0541
C19 -1.402 -2.386 -0.055  -0.0039
C20 -1.613 -0.384 1.354  0.0524
N1 -2.761 -0.568 -0.897  0.3780
O4 -3.806 -1.137 -0.431  0.5478
C21 -2.965 0.825 -1.303  0.0309
C22 -4.052 0.777 -2.425  -0.0187
C23 -3.605 1.722 -0.186  0.0381
C24 -1.746 1.530 -1.928  0.0047
H1 3.878 2.170 2.763  0.0000
H2 3.206 1.899 1.102  0.0000
H3 2.301 1.432 2.536  0.0000
H4 1.331 3.518 2.729  0.0000
H5 2.908 4.266 2.725  0.0000
H6 -0.550 4.013 -1.128  0.0006
H7 1.130 3.671 -1.491  -0.0002
H8 -0.601 2.096 0.490  0.0015
H9 1.068 1.696 0.104  0.0009
H10 0.635 2.236 -3.099  -0.0006
H11 0.126 0.603 -3.462  0.0027
H12 2.119 -0.015 -1.622  -0.0008
H13 2.943 2.570 -3.035  0.0000
H14 2.751 2.230 -1.299  0.0000
H15 4.042 1.433 -2.131  0.0000
H16 3.737 -1.133 -4.640  0.0000
H17 4.358 -0.323 -3.222  0.0000
H18 4.786 -1.736 -1.517  0.0000
H19 4.304 -3.678 -0.098  0.0000
H20 2.377 -5.142 -0.638  0.0000
H21 0.956 -4.620 -2.620  0.0001
H22 1.453 -2.654 -4.016  -0.0002
H23 0.583 -0.401 -0.195  0.0010
H24 -0.100 -1.053 -1.687  0.0182
H25 -2.086 -2.756 0.710  0.0104
H26 -0.396 -2.589 0.318  0.0068
H27 -1.583 -2.847 -1.028  -0.0229
H28 -1.771 0.688 1.493  -0.0022
H29 -0.651 -0.644 1.814  -0.0006
H30 -2.369 -0.957 1.897  -0.0143
H31 -4.023 1.708 -3.001  -0.0010
H32 -5.033 0.563 -2.007  -0.0005
H33 -3.714 -0.011 -3.108  0.0034
H34 -3.979 1.115 0.644  -0.0018
H35 -2.898 2.453 0.220  -0.0015
H36 -4.462 2.254 -0.607  -0.0021
H37 -1.790 1.338 -3.009  -0.0092
H38 -1.913 2.606 -1.832  -0.0018
C25 -0.053 5.656 5.022  0.0000
C26 -1.318 4.942 4.581  -0.0001
O5 -1.770 5.461 3.332  0.0000
H39 -0.234 6.727 5.117  0.0000
H40 0.302 5.273 5.981  0.0000
H41 0.739 5.528 4.280  0.0000
H42 -2.115 5.088 5.310  0.0000
H43 -1.139 3.866 4.474  0.0001
H44 -1.069 5.322 2.685  0.0000
C27 2.957 -8.105 1.741  0.0000
C28 2.178 -8.148 0.438  0.0000
O6 2.692 -7.200 -0.498  0.0000
H45 2.912 -7.106 2.178  0.0000
H46 2.557 -8.822 2.460  0.0000
H47 4.011 -8.335 1.568  0.0000
H48 1.132 -7.898 0.609  0.0000
H49 2.226 -9.147 -0.006  0.0000
H50 3.614 -7.422 -0.663  0.0000
C29 0.321 2.655 8.455  0.0000
C30 0.014 2.271 7.019  0.0000
O7 1.221 2.117 6.275  0.0000
H51 0.891 3.584 8.486  0.0000
H52 -0.596 2.786 9.031  0.0000
H53 0.930 1.887 8.938  0.0000
H54 -0.575 3.047 6.535  0.0000
H55 -0.552 1.334 6.978  0.0000
H56 1.738 1.424 6.697  0.0000
C31 -6.985 -3.491 -3.129  0.0000
C32 -6.139 -2.328 -2.646  0.0023
O8 -5.750 -1.489 -3.734  0.0010
H57 -6.435 -4.083 -3.862  -0.0001
H58 -7.273 -4.137 -2.299  0.0000
H59 -7.892 -3.131 -3.622  0.0001
H60 -5.226 -2.688 -2.174  -0.0029
H61 -6.690 -1.728 -1.915  0.0004
H62 -6.552 -1.156 -4.149  -0.0001
C33 -1.870 -0.853 -6.055  -0.0005
C34 -2.469 0.539 -6.144  -0.0009
O9 -3.827 0.471 -6.566  -0.0001
H63 -1.925 -1.353 -7.023  0.0000
H64 -0.825 -0.812 -5.738  -0.0001
H65 -2.428 -1.467 -5.342  0.0010
H66 -1.924 1.143 -6.869  0.0000
H67 -2.424 1.043 -5.172  0.0001
H68 -4.306 -0.057 -5.917  0.0001
C35 7.535 -1.237 -6.773  0.0000
C36 7.157 -0.552 -5.473  0.0000
O10 6.445 -1.440 -4.615  0.0000
H69 6.643 -1.596 -7.287  0.0000
H70 8.071 -0.554 -7.435  0.0000
H71 8.169 -2.106 -6.582  0.0000
H72 6.508 0.302 -5.665  0.0000
H73 8.052 -0.195 -4.952  0.0000
H74 7.017 -2.192 -4.431  0.0000
C37 -4.514 -3.377 3.616  0.0003
C38 -5.002 -4.434 2.641  -0.0002
O11 -5.754 -3.847 1.586  0.0001
H75 -5.358 -2.829 4.037  0.0001
H76 -3.946 -3.828 4.433  0.0000
H77 -3.878 -2.649 3.107  0.0011
H78 -5.653 -5.148 3.145  0.0000
H79 -4.155 -4.982 2.213  0.0001
H80 -5.181 -3.221 1.127  0.0011
C39 0.476 8.956 2.724  0.0000
C40 -0.437 9.692 3.686  0.0000
O12 -0.910 10.910 3.116  0.0000
H81 1.329 9.579 2.453  0.0000
H82 0.844 8.029 3.166  0.0000
H83 -0.053 8.715 1.798  0.0000
H84 0.097 9.949 4.600  0.0000
H85 -1.297 9.069 3.953  0.0000
H86 -1.393 10.688 2.315  0.0000
C41 1.714 -4.805 2.965  0.0000
C42 1.066 -3.434 2.933  -0.0001
O13 -0.300 -3.523 2.539  0.0003
H87 1.651 -5.277 1.983  0.0000
H88 2.764 -4.737 3.256  0.0000
H89 1.199 -5.460 3.673  0.0000
H90 1.571 -2.791 2.211  0.0001
H91 1.122 -2.957 3.918  0.0001
H92 -0.756 -4.080 3.178  0.0000